# C4H8ClNS

The molecule C4H8ClNS at a distorted geometry (wB97M-V/def2-TZVPD, the OMol25 dataset).

The value obtained for the LUMO energy is 0.773 eV. As for the calculated total energy: -29124.062 eV. The calculation puts the relative energy (zero: lowest compared OMol25 entry of this formula, charge and spin) at 21.9 kcal per mole. As for the HOMO energy: -0.3350 hartree. As for the SMILES: C[C@H](S)C/N=C\Cl. The value obtained for the gap between HOMO and LUMO is 9.89 eV.

Geometry as XYZ:
```
15
Properties=species:S:1:pos:R:3:forces:R:3
C -0.1500 -0.2343 0.9820 -0.2 0.1 2.9
C 1.0458 0.1977 0.1105 -0.5 -0.4 0.3
C -2.1796 0.9963 0.6306 2.3 -2.9 -0.4
C 0.6764 -0.0815 -1.3739 0.9 0.3 0.3
N -1.0652 0.8813 1.1546 1.0 0.7 -0.3
S 2.5163 -0.7666 0.4783 -0.2 -1.2 -0.4
Cl -2.7087 -0.3613 -0.3521 -1.6 0.4 -0.5
H -0.5633 -1.1644 0.5642 -0.1 0.4 0.1
H -0.0221 -0.3916 2.1287 1.1 -0.4 -2.0
H 1.3423 1.2350 0.3441 -0.5 -0.3 -0.4
H -2.6212 1.9075 0.7462 -2.4 1.9 -0.2
H 0.9571 -1.1336 -1.6746 -0.3 1.3 0.2
H 1.1723 0.6799 -1.9698 0.4 -0.4 -0.4
H -0.3651 0.0660 -1.5493 -0.8 0.0 0.0
H 1.9650 -1.8304 -0.2197 0.9 0.5 0.8
```
Forces are in eV/Å.


# C4H8ClOP

A cluster of 2 separate species, C4H8ClOP in total at a distorted geometry (wB97M-V/def2-TZVPD, the OMol25 dataset).

The value obtained for the LUMO energy (spin up / spin down) is -0.463 / -0.465 eV. As for the calculated total energy: -28134.940 eV. The calculation puts the relative energy (zero: lowest compared OMol25 entry of this formula, charge and spin) at 59.6 kcal per mole. As for the HOMO energy (spin up / spin down): -0.3240 / -0.3240 hartree. The value obtained for the gap between HOMO and LUMO (spin up / spin down) is 8.35 / 8.35 eV.

Geometry as XYZ:
```
15
Properties=species:S:1:pos:R:3:forces:R:3
C 1.4616 -0.8006 0.5015 0.4 -0.4 0.3
C 0.8867 0.0441 -0.2959 -3.6 0.4 0.6
C 2.8700 -1.3051 0.3244 -0.2 0.1 -0.1
C -2.5165 1.7402 -0.5985 0.4 -0.6 0.2
O -2.0868 0.2475 1.6934 0.2 0.1 0.7
P -1.7493 0.2946 0.2719 2.3 0.7 -1.0
Cl -2.5527 -1.3023 -0.6722 0.0 -0.3 -0.4
H 0.9352 -1.2006 1.3594 -0.2 0.0 0.0
H 1.1331 0.5652 -1.1919 0.2 0.2 -0.4
H 2.8405 -2.3903 0.2333 0.1 -0.1 0.0
H 3.4694 -1.0492 1.1946 0.1 0.0 0.1
H 3.3295 -0.8861 -0.5681 0.1 0.0 0.0
H -2.1545 1.8145 -1.6193 0.0 0.0 -0.1
H -3.5965 1.5886 -0.5928 0.0 -0.1 0.0
H -2.2696 2.6395 -0.0399 0.1 0.0 0.1
```
Forces are in eV/Å.


# C4H8ClP

A cluster of 2 separate species, C4H8ClP in total at a distorted geometry (wB97M-V/def2-TZVPD, the OMol25 dataset).

The value obtained for the LUMO energy (spin up / spin down) is -0.160 / -0.160 eV. As for the calculated total energy: -26081.321 eV. The calculation puts the relative energy (zero: lowest compared OMol25 entry of this formula, charge and spin) at 148.4 kcal per mole. As for the HOMO energy (spin up / spin down): -0.2639 / -0.2640 hartree. The value obtained for the gap between HOMO and LUMO (spin up / spin down) is 7.02 / 7.02 eV.

Geometry as XYZ:
```
14
Properties=species:S:1:pos:R:3:forces:R:3
C -0.5076 0.6087 -0.6059 1.1 1.0 -1.1
C 1.3395 -0.7865 -0.4007 -0.3 1.0 -0.6
C 0.6372 -2.1044 -0.3201 -0.4 0.5 -2.1
C -0.3147 2.1134 -0.4486 1.7 -1.3 -0.3
P -0.8381 1.2766 1.1250 -2.0 -1.1 0.0
Cl 1.9612 -0.4381 1.2453 -0.2 0.1 -0.2
H -1.2357 0.1913 -1.3827 0.5 0.8 1.6
H 0.2241 -2.3114 0.6089 -1.5 -0.2 1.9
H -0.1297 -2.1091 -1.1588 1.0 -0.4 1.0
H 1.3469 -2.9287 -0.3981 0.3 0.1 -0.7
H 0.7944 2.3531 -0.2472 -1.8 -0.1 -0.3
H -0.9455 2.9915 -0.7643 0.6 -1.1 0.0
H -0.0967 0.2475 1.7952 -0.1 0.3 0.2
H -2.2353 0.8961 0.9520 1.1 0.4 0.4
```
Forces are in eV/Å.


# C4H8CsO2

A structure of composition C4H8CsO2 at a distorted geometry (wB97M-V/def2-TZVPD, the OMol25 dataset).

The value obtained for the LUMO energy (spin up / spin down) is 1.799 / 1.818 eV. As for the calculated total energy: -8914.570 eV. The calculation puts the relative energy (zero: lowest compared OMol25 entry of this formula, charge and spin) at 66.9 kcal per mole. As for the HOMO energy (spin up / spin down): -0.0756 / -0.0688 hartree. The value obtained for the gap between HOMO and LUMO (spin up / spin down) is 3.86 / 3.69 eV. Its net charge is -1.

Geometry as XYZ:
```
15
Properties=species:S:1:pos:R:3:forces:R:3
C 2.5415 -0.3907 0.0508 0.1 0.2 0.0
O 2.6925 0.9737 -0.0299 -0.4 0.3 -0.2
C 1.1034 -0.8756 0.3221 -0.4 0.2 -0.5
O 0.2085 -0.5526 -0.6873 0.0 0.4 0.3
Cs 0.4994 2.5109 -1.1131 0.6 -1.4 0.5
H 3.1678 -0.8509 0.8634 0.0 0.1 0.0
H 2.8651 -0.9158 -0.8890 -0.1 0.1 0.1
H 0.7930 -0.4206 1.2979 0.1 0.0 0.0
H 1.1486 -1.9805 0.4990 0.1 0.1 0.0
C -2.2814 -0.0424 -0.4844 -1.7 -2.5 -1.9
C -2.3694 1.0052 0.4119 0.7 1.2 0.8
H -3.2219 -0.6086 -0.5145 -1.4 0.3 0.4
H -2.0199 -0.4709 -1.4570 2.2 1.1 0.5
H -1.9195 0.9157 1.4071 0.7 0.7 -0.5
H -3.2078 1.7030 0.3231 -0.4 -0.5 0.5
```
Forces are in eV/Å.


# C4H8F3N

A cluster of 2 separate species, C4H8F3N in total at a distorted geometry (wB97M-V/def2-TZVPD, the OMol25 dataset).

The value obtained for the LUMO energy (spin up / spin down) is 0.220 / 0.221 eV. As for the calculated total energy: -13916.092 eV. The calculation puts the relative energy (zero: lowest compared OMol25 entry of this formula, charge and spin) at 107.2 kcal per mole. As for the HOMO energy (spin up / spin down): -0.3058 / -0.3060 hartree. The value obtained for the gap between HOMO and LUMO (spin up / spin down) is 8.54 / 8.55 eV.

Geometry as XYZ:
```
16
Properties=species:S:1:pos:R:3:forces:R:3
C -1.2359 -0.2689 0.0325 -1.1 1.4 0.0
C 0.6339 -1.6075 0.4987 -2.1 -0.5 3.4
C 1.0321 2.1323 -1.1412 -1.0 3.8 0.5
C 1.1642 1.2086 0.0111 -2.0 -3.9 1.4
N 0.0594 -0.6479 -0.3137 3.2 3.8 -2.9
F 0.6693 1.5419 -2.2763 0.2 -1.2 -1.5
F 2.3707 0.8112 0.3780 0.4 0.0 -0.5
F 0.5631 1.6440 1.1463 0.1 0.3 -0.6
H -1.5035 -0.0958 1.0782 0.2 -0.8 0.5
H -1.5095 0.7031 -0.3820 0.2 -0.1 -0.6
H -1.8507 -0.9825 -0.4784 -1.0 -0.6 0.2
H -0.1895 -2.3812 0.7030 1.2 0.7 -0.2
H 1.5719 -2.0719 0.4029 1.1 -0.5 -1.7
H 0.7884 -1.0900 1.4378 -0.1 -0.3 1.3
H 0.0816 2.8179 -0.9098 2.4 -1.0 0.0
H 1.9933 2.7900 -1.3338 -1.8 -1.3 0.6
```
Forces are in eV/Å.


# C4H8F3O6S2Sn

A structure of composition C4H8F3O6S2Sn at a distorted geometry (wB97M-V/def2-TZVPD, the OMol25 dataset).

The value obtained for the LUMO energy is -8.359 eV. As for the calculated total energy: -52204.918 eV. The calculation puts the relative energy (zero: lowest compared OMol25 entry of this formula, charge and spin) at 0.0 kcal per mole. As for the HOMO energy: -0.4551 hartree. The value obtained for the gap between HOMO and LUMO is 4.03 eV. Its net charge is +1.

Geometry as XYZ:
```
24
Properties=species:S:1:pos:R:3:forces:R:3
Sn -0.6368 -2.3701 0.4974 -2.1 1.1 -0.4
C -5.3419 -2.5265 2.6043 -0.2 0.5 -0.9
F -4.4608 -2.0760 3.4973 -0.3 0.3 0.2
F -5.2262 -3.8359 2.5507 0.1 -0.5 -0.2
F -6.5969 -2.2300 2.9327 0.8 0.2 0.0
S -4.9095 -1.7510 0.9052 -3.4 3.0 -2.8
O -3.5100 -2.1095 0.6674 4.9 -1.6 0.2
O -5.7237 -2.3517 -0.1533 0.8 -0.2 2.1
O -5.0303 -0.2886 0.9407 0.1 -2.0 1.3
O 1.1645 -0.5066 -0.7199 -0.5 -0.4 0.6
S 2.2089 -0.1015 -1.6607 2.0 0.7 -2.9
O 2.1573 -0.5904 -3.0302 -0.5 0.9 2.4
O 2.3551 1.5260 -1.7324 -1.0 -2.8 -0.6
C 2.2993 2.2265 -0.5078 0.3 0.8 1.5
C 2.5693 3.6963 -0.7714 0.1 -0.7 -0.4
C 3.8249 -0.5665 -1.0413 -0.3 -0.5 1.0
H 3.0636 1.8426 0.1760 0.2 -0.1 -0.2
H 1.3613 2.0996 0.0382 -0.2 -0.2 -0.5
H 2.9746 4.0438 0.1771 -0.2 0.8 -0.2
H 1.6836 4.2031 -1.1492 -0.1 0.2 0.5
H 3.3017 3.7980 -1.5725 0.3 0.0 0.3
H 4.6076 -0.3229 -1.7545 -0.3 0.1 -0.2
H 3.8069 -1.6389 -0.8410 -0.1 -0.1 -0.5
H 4.0577 -0.1699 -0.0527 -0.2 0.5 -0.2
```
Forces are in eV/Å.


# C4H8FN

A structure of composition C4H8FN at a distorted geometry (wB97M-V/def2-TZVPD, the OMol25 dataset).

The value obtained for the LUMO energy is -0.451 eV. As for the calculated total energy: -8483.641 eV. The calculation puts the relative energy (zero: lowest compared OMol25 entry of this formula, charge and spin) at 32.2 kcal per mole. As for the HOMO energy: -0.3838 hartree. The value obtained for the gap between HOMO and LUMO is 9.99 eV.

Geometry as XYZ:
```
14
Properties=species:S:1:pos:R:3:forces:R:3
C -0.2494 -0.4144 0.2603 -1.6 -1.1 0.0
C -1.0755 0.6085 -0.0287 -0.3 -3.3 -0.3
C 1.1986 -0.5706 0.3562 -0.9 2.0 -0.7
C -2.5718 0.1923 -0.0004 -0.2 4.0 -1.4
N 2.0348 0.1566 -0.2713 0.9 -1.1 0.9
F 4.4445 -0.2006 -0.2616 -1.5 0.5 0.1
H 3.3641 0.0495 -0.2089 2.0 -0.9 0.0
H -0.8291 -1.3477 0.4733 0.9 0.6 0.2
H -0.6889 1.4921 -0.4813 -0.2 1.0 0.2
H 1.4481 -1.2957 1.1202 1.0 -0.1 -0.2
H -3.0071 0.3776 -1.0881 0.6 -0.6 2.4
H -3.0659 0.9254 0.7069 0.1 -0.6 -1.0
H -2.7792 -0.7659 0.4237 0.2 -0.7 -0.2
H 1.7769 0.7930 -1.0003 -1.0 0.3 -0.2
```
Forces are in eV/Å.


# C4H8FN

The molecule C4H8FN at a distorted geometry (wB97M-V/def2-TZVPD, the OMol25 dataset).

The value obtained for the LUMO energy is 1.098 eV. As for the calculated total energy: -8484.171 eV. The calculation puts the relative energy (zero: lowest compared OMol25 entry of this formula, charge and spin) at 20.0 kcal per mole. As for the HOMO energy: -0.3494 hartree. As for the SMILES: NCC1(F)CC1. The value obtained for the gap between HOMO and LUMO is 10.61 eV.

Geometry as XYZ:
```
14
Properties=species:S:1:pos:R:3:forces:R:3
C -0.3146 0.7151 -0.9515 0.1 -0.5 0.7
C 0.4487 0.1210 0.2309 -0.8 -0.7 -0.5
C -0.2314 -0.9036 1.1353 -0.2 -1.0 -1.6
C 0.2022 0.4085 1.6625 -0.4 1.7 1.1
H -0.6121 -1.0623 -1.9390 -0.3 -0.4 0.2
H 0.6925 -0.2630 -2.4248 -0.2 0.1 0.0
H 0.1935 1.6251 -1.1938 0.2 0.8 -0.3
H -1.3486 0.9903 -0.6366 0.6 -0.4 -0.3
H 0.4028 -1.7651 1.2677 0.0 -0.2 0.4
H -1.3019 -1.1509 0.9111 1.1 0.5 0.5
H 1.0440 0.5212 2.3757 -0.6 -0.3 -0.7
H -0.6554 1.0911 1.8855 1.0 -0.4 -0.2
N -0.2753 -0.1398 -2.1383 0.1 0.6 0.0
F 1.7557 -0.1875 -0.1849 -0.6 0.2 0.7
```
Forces are in eV/Å.